This record from the Open Molecules 2025 dataset describes C35H30AsCuN2O4PS as an isolated structure. The level of theory is ωB97M-V/def2-TZVPD.

The geometry in XYZ format:
```
75
C35H30AsCuN2O4PS (ωB97M-V/def2-TZVPD)
Cu -0.13732 0.00413 0.56484
O -1.46728 -3.02195 -1.38675
C -1.31124 -2.03462 -0.68988
O -0.61974 -0.98552 -1.02254
C -2.00920 -1.98435 0.74420
O -2.94186 -2.73531 0.97213
O -1.51298 -1.12384 1.57674
N 0.47334 -0.77876 3.52936
C 1.45090 -1.30971 2.74144
N 1.47535 -1.17584 1.45963
C 2.46504 -1.96132 0.88356
C 2.63063 -2.15415 -0.48358
C 3.64756 -2.99241 -0.91003
C 4.49599 -3.62723 0.00061
C 4.32913 -3.45034 1.36553
C 3.30337 -2.61789 1.79249
S 2.75848 -2.28863 3.41706
H -0.43265 -0.79513 3.03359
H 0.43199 -1.13558 4.46876
H 1.93203 -1.68541 -1.16979
H 3.76979 -3.17768 -1.96980
H 5.27279 -4.29028 -0.36042
H 4.96265 -3.96539 2.07766
C 1.12461 2.87694 2.30628
C 0.95146 4.35524 2.63651
As 2.52231 5.06040 3.59460
C 2.26922 4.16667 5.31106
C 3.39978 3.68721 5.96690
C 3.29072 3.05531 7.20109
C 2.04427 2.89351 7.78755
C 0.90976 3.37099 7.14245
C 1.02485 4.00840 5.91534
C 1.73832 6.79987 4.04563
C 1.40263 7.64727 2.98913
C 0.85149 8.89835 3.22792
C 0.64115 9.32769 4.53212
C 0.98988 8.50079 5.58955
C 1.53573 7.24446 5.34832
P -0.17182 2.05991 1.27486
C -0.48115 3.30477 -0.04202
C -1.20352 4.48280 0.15547
C -1.40664 5.36991 -0.89265
C -0.89334 5.08736 -2.15339
C -0.19238 3.90943 -2.36585
C 0.00437 3.01871 -1.31705
C -1.69078 2.17757 2.28923
C -2.89801 1.88063 1.64989
C -4.07816 1.81098 2.36915
C -4.07121 2.02119 3.74420
C -2.87677 2.28365 4.39234
C -1.69052 2.35399 3.66658
H 1.21156 2.26207 3.20791
H 2.05274 2.72563 1.74942
H 0.04837 4.55259 3.21385
H 0.88228 4.94105 1.72075
H 4.37134 3.80152 5.50166
H 4.17853 2.68555 7.69914
H 1.95553 2.39664 8.74565
H -0.06569 3.24862 7.59767
H 0.13730 4.40206 5.43651
H 1.56900 7.32576 1.96655
H 0.58834 9.53910 2.39507
H 0.20762 10.30179 4.72190
H 0.83382 8.83075 6.60959
H 1.79828 6.60843 6.18424
H -1.62892 4.69737 1.12948
H -1.97499 6.27840 -0.72833
H -1.05416 5.77875 -2.97195
H 0.18307 3.66862 -3.35325
H 0.50658 2.07080 -1.48050
H -2.89629 1.66859 0.58668
H -5.00155 1.55785 1.86380
H -4.99262 1.95412 4.30993
H -2.86000 2.42135 5.46770
H -0.75732 2.51354 4.18937
```

Results
Energy = -6378.1714 Eh
Net charge = -1
HOMO-LUMO gap = 0.2396 Eh
LUMO energy = 2.1 eV
ΔE to the lowest compared entry with this formula, charge and spin = 0.573 eV

This record from the Open Molecules 2025 dataset describes C35H30BaN5OP2 as an isolated structure at a distorted geometry. The level of theory is ωB97M-V/def2-TZVPD.

The geometry in XYZ format:
```
74
C35H30BaN5OP2 (ωB97M-V/def2-TZVPD)
Ba 0.98799 1.06672 -0.51352
N -0.75505 -0.08795 1.44165
P 0.48168 0.18875 2.52978
C 0.04837 -0.11204 4.20095
C -1.21222 0.27732 4.68887
C -1.53523 0.02134 6.00357
C -0.60370 -0.58924 6.84230
C 0.65624 -0.94495 6.37306
C 0.99803 -0.69770 5.05741
C 2.04665 -0.50422 2.01535
C 3.18286 0.23917 2.38277
C 4.44347 -0.31552 2.23095
C 4.58116 -1.58808 1.69058
C 3.46112 -2.32270 1.31432
C 2.19099 -1.79716 1.48346
P -0.87517 -1.30299 0.05903
C -1.90818 -2.54841 0.83693
C -3.16893 -2.85487 0.32313
C -3.92847 -3.85298 0.91801
C -3.44085 -4.53329 2.02349
C -2.18513 -4.22787 2.54067
C -1.41532 -3.24545 1.94709
C -1.91896 -0.38631 -1.09546
C -2.95939 0.47337 -0.72949
C -3.81774 0.95939 -1.69902
C -3.64845 0.58722 -3.03109
C -2.61012 -0.25267 -3.40443
C -1.73768 -0.73622 -2.43804
H -1.64769 0.00249 1.92887
H -1.92809 0.78854 4.05510
H -2.50394 0.30717 6.38940
H -0.86123 -0.77925 7.87598
H 1.36943 -1.41424 7.03653
H 1.97791 -0.97494 4.69153
H 3.07745 1.22368 2.82719
H 5.31575 0.24350 2.54288
H 5.56743 -2.01887 1.57689
H 3.57692 -3.32284 0.91823
H 1.32987 -2.40002 1.23784
H -3.55878 -2.33568 -0.54262
H -4.90109 -4.09643 0.51293
H -4.03698 -5.30944 2.48427
H -1.80591 -4.76656 3.39835
H -0.43580 -3.02763 2.35977
H -3.12122 0.74528 0.30709
H -4.63567 1.61096 -1.42142
H -4.33883 0.95134 -3.78098
H -2.48462 -0.54254 -4.43900
H -0.93779 -1.41160 -2.72732
C 4.54222 0.43081 -5.14214
C 3.94712 1.61639 -5.56056
C 2.80296 2.08904 -4.93932
C 2.26863 1.35431 -3.88620
C 2.86704 0.17137 -3.45285
C 4.00373 -0.29944 -4.08970
N 1.11778 1.77137 -3.15890
N 0.35597 2.56155 -3.73064
C -0.70896 3.06195 -2.90810
C -1.77295 3.59248 -3.61408
C -2.76764 4.23632 -2.89018
C -2.63894 4.31609 -1.51135
C -1.54596 3.71924 -0.90329
N -0.57905 3.08191 -1.57669
H 5.43171 0.07326 -5.64299
H 4.38129 2.17639 -6.37748
H 2.33764 3.01321 -5.25161
H 2.41374 -0.42705 -2.66330
H 4.45955 -1.23044 -3.78212
H -1.77939 3.53687 -4.69307
H -3.61009 4.69159 -3.39396
H -3.36343 4.84455 -0.90779
H -1.42894 3.77920 0.17391
O 4.91607 2.01243 -0.79470
N 3.97481 1.44105 -0.52672
```

Results
Energy = -2407.9994 Eh
Net charge = +3
HOMO-LUMO gap (spin up / spin down) = 0.2000 / 0.2855 Eh
LUMO energy (spin up / spin down) = -10.9 / -8.5 eV

This record from the Open Molecules 2025 dataset describes C35H30ClN3NiO6Te as an isolated structure. The level of theory is ωB97M-V/def2-TZVPD.

The geometry in XYZ format:
```
77
C35H30ClN3NiO6Te (ωB97M-V/def2-TZVPD)
Ni 0.64423 0.68059 0.14199
O 1.19968 0.64024 4.13238
C 1.22101 0.75750 2.90910
O 0.25138 0.48546 2.12636
C 2.55934 1.23775 2.20533
O 3.56517 1.40298 2.88663
O 2.47028 1.38910 0.94326
C -6.89966 1.23714 -1.06303
C -5.43482 1.30916 -0.71681
C -4.78180 2.51973 -0.53698
C -3.43433 2.59866 -0.22136
C -2.86848 3.95074 -0.02976
O -3.36350 4.92947 -0.58122
C -1.70643 4.16032 0.89852
C -0.85292 5.23079 0.65195
C 0.23326 5.46672 1.47994
C 0.45945 4.64612 2.57797
C -0.40610 3.59506 2.84796
C -1.47840 3.34906 2.00485
C -2.60681 1.41367 -0.16588
O -1.36190 1.51325 -0.11824
C -3.32971 0.14901 -0.20792
C -4.68721 0.15328 -0.51316
C -2.67414 -1.12654 0.13361
N -1.42052 -1.24269 0.34714
C -0.92708 -2.50567 0.88574
C -1.03654 -2.48746 2.40560
Te -0.16074 -4.20387 3.32819
C 1.81790 -3.46944 3.29853
C 2.84684 -4.24210 2.76804
C 4.14339 -3.74484 2.73546
C 4.40943 -2.46269 3.19947
C 3.38306 -1.68536 3.71896
C 2.09260 -2.19841 3.78738
C -3.60493 -2.30767 0.28026
C -4.36356 -2.48193 1.43356
C -5.20662 -3.57537 1.56710
C -5.31012 -4.50645 0.54194
C -4.56431 -4.33457 -0.61601
C -3.71743 -3.24280 -0.74309
H -7.31753 2.24006 -1.16866
H -7.48063 0.71790 -0.29399
H -7.07225 0.71007 -2.00636
H -5.32588 3.45376 -0.63882
H -1.04576 5.85449 -0.21148
H 0.91737 6.27776 1.25811
H 1.32683 4.80265 3.20735
H -0.21548 2.92789 3.67902
H -2.11290 2.49391 2.19328
H -5.20529 -0.79716 -0.59139
H 0.12117 -2.60702 0.61367
H -1.45352 -3.38564 0.49612
H -2.07956 -2.49155 2.72568
H -0.57278 -1.58993 2.81653
H 2.63012 -5.21927 2.35324
H 4.93834 -4.34786 2.31084
H 5.41116 -2.05657 3.13153
H 3.55097 -0.66168 4.03496
H 1.31120 -1.56492 4.18808
H -4.29680 -1.74283 2.22300
H -5.78727 -3.69901 2.47353
H -5.96801 -5.36090 0.64536
H -4.64040 -5.05441 -1.42247
H -3.13270 -3.10525 -1.64514
Cl 0.04661 0.62856 -3.17520
C 0.97393 1.46903 -1.73272
H 0.60438 2.49039 -1.84124
H 2.00519 1.43369 -2.09605
N 1.14228 -1.78198 -1.52460
C 1.81117 -2.93641 -1.68086
C 2.69819 -3.03351 -0.63141
C 2.49995 -1.85521 0.11156
N 1.56068 -1.11465 -0.45035
H 0.52881 -1.28024 -2.16808
H 1.60986 -3.58789 -2.51365
H 3.37704 -3.83929 -0.41520
H 2.97882 -1.51430 1.01395
```

Results
Energy = -4204.0696 Eh
2S+1 = 3
Net charge = -2
HOMO-LUMO gap (spin up / spin down) = 0.2091 / 0.2143 Eh
LUMO energy (spin up / spin down) = 3.7 / 3.7 eV
ΔE to the lowest compared entry with this formula, charge and spin = 0.080 eV

This record from the Open Molecules 2025 dataset describes C35H30IrN2O5PS as an isolated structure. The level of theory is ωB97M-V/def2-TZVPD.

The geometry in XYZ format:
```
75
C35H30IrN2O5PS (ωB97M-V/def2-TZVPD)
Ir 0.35564 -0.89952 0.32611
C 2.91021 -1.94056 -3.24727
O 3.84901 -0.87435 -3.11884
C 4.14782 -0.31097 -1.91159
C 5.37680 0.29889 -1.82732
C 5.80800 0.93155 -0.65284
C 4.99101 0.94152 0.44393
C 3.71264 0.34803 0.38712
C 2.91943 0.40448 1.57704
N 1.70610 -0.00917 1.77003
N 1.26030 0.19483 3.06901
C -0.01330 -0.07415 3.17388
O -0.76160 -0.48842 2.22258
C -0.65993 0.15383 4.49722
C -1.85821 -0.49341 4.77555
C -2.49666 -0.28639 5.98962
C -1.94504 0.57886 6.92460
C -0.74989 1.23087 6.64530
C -0.10537 1.01723 5.43666
C 3.26221 -0.27226 -0.79652
O 2.06433 -0.77531 -0.90005
H 3.07428 -2.33742 -4.24690
H 1.88301 -1.59904 -3.15168
H 3.09552 -2.72196 -2.50866
H 6.00939 0.26701 -2.70569
H 6.78440 1.39473 -0.61762
H 5.30816 1.41167 1.36691
H 3.38572 0.85102 2.45270
H -2.27904 -1.15776 4.03222
H -3.42443 -0.80048 6.20690
H -2.44481 0.74428 7.87074
H -0.31962 1.90758 7.37271
H 0.82633 1.51561 5.20442
C -2.80219 0.19809 -1.03216
P -1.17723 0.78181 -0.46360
C -0.60557 1.81760 -1.84023
C 0.57507 1.51799 -2.51074
C 1.00027 2.31857 -3.56578
C 0.24764 3.41652 -3.94889
C -0.93474 3.72010 -3.28100
C -1.35940 2.92663 -2.23034
C -1.53674 1.97109 0.85808
C -2.60002 1.77164 1.73467
C -2.78897 2.62718 2.80821
C -1.91267 3.68329 3.01885
C -0.84814 3.88357 2.15196
C -0.65872 3.02960 1.07509
H -3.43869 1.05114 -1.26808
H -3.27766 -0.40765 -0.26277
H -2.66145 -0.41675 -1.92060
H 1.16053 0.65987 -2.20871
H 1.92214 2.07821 -4.07978
H 0.57969 4.04293 -4.76683
H -1.52255 4.57859 -3.57902
H -2.27158 3.18087 -1.70245
H -3.26670 0.92919 1.60656
H -3.61009 2.45672 3.49225
H -2.05579 4.34472 3.86348
H -0.15902 4.70190 2.31557
H 0.18104 3.18458 0.40724
O -2.10472 -5.67705 -5.33864
C -2.56487 -4.61634 -4.63574
O -3.51983 -4.00829 -5.02615
C -1.85653 -4.30163 -3.35406
C -0.52308 -4.62835 -3.12379
C 0.08968 -4.28523 -1.92973
C -0.62682 -3.61385 -0.93879
S 0.14062 -3.20121 0.60274
C -1.96693 -3.29882 -1.17161
C -2.57146 -3.62620 -2.37148
H -1.41872 -6.13301 -4.83830
H 0.07034 -5.11660 -3.88937
H 1.13320 -4.51742 -1.76208
H -2.52629 -2.80362 -0.38897
H -3.60546 -3.37118 -2.56527
```

Results
Energy = -2681.2627 Eh
2S+1 = 5
HOMO-LUMO gap (spin up / spin down) = 0.2759 / 0.2133 Eh
LUMO energy (spin up / spin down) = 0.1 / -2.0 eV
ΔE to the lowest compared entry with this formula, charge and spin = 0.297 eV

This record from the Open Molecules 2025 dataset describes a 2-piece molecular cluster, C35H30N overall at a distorted geometry. The level of theory is ωB97M-V/def2-TZVPD.

The geometry in XYZ format:
```
66
C35H30N (ωB97M-V/def2-TZVPD)
C 3.72579 5.31055 -3.49274
C 2.33502 5.29437 -3.65009
C 1.58860 4.27725 -3.06237
C 2.17880 3.28419 -2.24635
C 1.35335 2.20085 -1.67637
C -0.01462 2.47495 -1.39179
C -1.10009 1.64180 -1.12342
C -2.45498 2.09085 -1.36897
C -3.53057 1.16770 -1.29497
C -4.78275 1.49229 -1.79659
C -5.02557 2.75682 -2.35754
C -4.01879 3.73144 -2.29531
C -2.76574 3.42388 -1.77232
C 1.88798 0.86444 -1.53006
C 1.24922 -0.10792 -0.73799
C 1.51652 -1.46153 -0.89031
C 2.67711 -1.85248 -1.55392
C 3.46012 -0.88192 -2.19227
C 3.01858 0.43988 -2.26451
C 3.58487 3.35900 -2.07578
C 4.36225 4.32149 -2.73700
H 4.31396 6.07961 -3.98773
H 1.81506 6.07124 -4.21457
H 0.52705 4.20658 -3.26522
H -0.28258 3.53433 -1.49400
H -1.02163 0.57390 -0.96930
H -3.34309 0.17680 -0.87470
H -5.58580 0.76105 -1.73475
H -6.00385 2.98273 -2.80341
H -4.24000 4.74224 -2.64413
H -2.02944 4.22222 -1.70938
H 0.51055 0.24186 -0.03187
H 0.89635 -2.22947 -0.43585
H 2.99651 -2.90162 -1.54905
H 4.41313 -1.13598 -2.66074
H 3.50879 1.15305 -2.92380
H 4.08969 2.64570 -1.41937
H 5.45858 4.31381 -2.65500
C -0.48562 -5.31105 3.30248
N -0.58579 -3.97416 2.72387
C 0.61830 -3.32529 2.46902
C 0.61679 -1.96327 2.10800
C -0.64380 -1.22720 1.81649
H -0.77530 -0.91242 0.73031
C -1.84506 -1.95167 2.31513
C -1.79761 -3.28881 2.75377
C -2.96417 -3.85430 3.32575
C -4.02292 -3.03936 3.69917
C -4.02872 -1.69518 3.30179
C -2.98565 -1.18685 2.53687
C 1.81323 -1.25295 2.12463
C 3.01571 -1.89153 2.38022
C 3.04434 -3.26678 2.63991
C 1.85823 -3.98382 2.63074
H -1.48037 -5.72785 3.43984
H 0.08050 -5.94099 2.60844
H 0.02047 -5.27243 4.27867
H -0.58224 -0.26961 2.35169
H -3.05244 -4.92098 3.51252
H -4.84904 -3.45500 4.28104
H -4.85927 -1.04870 3.57977
H -2.98907 -0.16460 2.14034
H 1.78024 -0.18145 1.90980
H 3.94273 -1.32368 2.34743
H 3.99605 -3.77143 2.82896
H 1.89206 -5.06460 2.74685
```

Results
Energy = -1406.1868 Eh
Net charge = +1
HOMO-LUMO gap = 0.1407 Eh
LUMO energy = -5.5 eV
ΔE to the lowest compared entry with this formula, charge and spin = 0.542 eV

This record from the Open Molecules 2025 dataset describes C35H30N3O9Ru as an isolated structure. The level of theory is ωB97M-V/def2-TZVPD.

The geometry in XYZ format:
```
78
C35H30N3O9Ru (ωB97M-V/def2-TZVPD)
Ru 0.34217 -0.80752 1.44828
O -3.05594 -0.59359 4.41636
C -1.93381 -0.61566 3.68127
O -1.86469 -1.27227 2.65552
C -0.82167 0.17766 4.18593
C -0.91188 0.91561 5.33217
C 0.19509 1.67224 5.76206
C 1.32563 1.66798 4.96739
C 1.37081 0.91722 3.80542
N 0.31148 0.12251 3.41384
C 2.49235 0.88624 2.91015
O 3.49839 1.77111 3.03421
O 2.57359 0.04893 2.00522
H -3.69031 -1.15528 3.94617
H -1.83746 0.90481 5.88954
H 0.15722 2.24827 6.67487
H 2.19211 2.24083 5.27775
H 3.20121 2.51812 3.56800
C 2.56272 -2.91345 1.96351
C 1.14048 -2.48141 2.22379
O 0.37142 -3.10466 2.90139
H 2.79272 -3.76994 2.59590
H 3.23982 -2.08634 2.16239
H 2.66948 -3.19430 0.91288
N 1.90125 -0.72536 -0.51175
C 1.53207 -1.00767 -1.84821
C 0.65326 -0.15722 -2.51449
C 0.26054 -0.44649 -3.81302
C 0.73465 -1.58131 -4.46032
C 1.60387 -2.43038 -3.78856
C 1.99693 -2.15054 -2.48798
H 2.80332 -1.09354 -0.24158
H 1.84178 0.26618 -0.28168
H 0.28959 0.72900 -2.00843
H -0.41485 0.22876 -4.32454
H 0.43000 -1.80230 -5.47515
H 1.98156 -3.31948 -4.27858
H 2.67785 -2.81748 -1.96853
O 0.18282 2.91082 2.06391
C 0.37321 2.51411 0.92415
O 0.47841 1.27620 0.55811
C 0.50156 3.51469 -0.20252
C -0.27976 4.65885 -0.17073
C -0.23119 5.60986 -1.19882
C 0.64649 5.36615 -2.22188
O 0.90248 6.14224 -3.32166
C 1.87533 5.43199 -4.09011
O 2.24205 4.25951 -3.36226
C 1.44286 4.23855 -2.24815
C 1.38951 3.28674 -1.26614
H -0.92733 4.81522 0.68205
H -0.84402 6.50120 -1.18273
H 2.75366 6.06123 -4.23105
H 1.44212 5.14397 -5.04943
H 2.01927 2.40758 -1.29874
C -4.68987 0.23167 -0.28424
C -3.50483 0.95521 -0.32169
C -2.28314 0.30475 -0.27854
C -2.23917 -1.08833 -0.21473
C -3.43578 -1.81692 -0.18225
C -4.64932 -1.15753 -0.21113
N -1.00395 -1.75048 -0.10116
C -0.86033 -2.88764 -0.85590
C -1.53165 -3.04255 -2.08953
C -1.36026 -4.18833 -2.83862
C -0.53626 -5.21221 -2.38245
C 0.14012 -5.07051 -1.17376
C -0.00110 -3.92005 -0.42956
H -5.64207 0.74603 -0.30261
H -3.52600 2.03595 -0.37849
H -1.35739 0.86294 -0.29606
H -3.39583 -2.89384 -0.07978
H -5.56900 -1.72752 -0.16767
H -2.13458 -2.22778 -2.46665
H -1.86023 -4.27952 -3.79421
H -0.41381 -6.11342 -2.96910
H 0.77753 -5.86702 -0.81200
H 0.49672 -3.82106 0.51493
```

Results
Energy = -2288.0198 Eh
2S+1 = 6
HOMO-LUMO gap (spin up / spin down) = 0.2086 / 0.2091 Eh
LUMO energy (spin up / spin down) = 0.3 / -2.2 eV
ΔE to the lowest compared entry with this formula, charge and spin = 0.947 eV